ORCA calculation (ωB97M-V/def2-TZVPD) on 11 unconnected molecules or ions with the total composition C33H95N7O12.

XYZ file:
```
147
Properties=species:S:1:pos:R:3:mulliken_spin:R:1
C 6.686 20.486 -42.862 0.298
C 6.758 21.221 -41.519 0.021
O 7.707 20.598 -40.679 -0.067
O 8.016 20.585 -43.369 -0.322
H 6.023 20.990 -43.565 -0.087
H 6.591 19.412 -42.702 -0.032
H 5.771 21.233 -41.057 -0.117
H 6.999 22.259 -41.748 0.146
H 8.469 20.461 -41.247 0.030
H 7.962 20.483 -44.322 0.151
C 3.315 23.024 -36.834 0.208
O 2.022 23.372 -37.386 -0.182
H 3.514 23.731 -36.029 0.009
H 3.490 22.018 -36.454 -0.015
H 4.133 23.272 -37.510 -0.024
H 1.496 23.391 -36.583 0.032
C 3.737 29.612 -39.945 0.072
O 2.504 30.236 -40.303 -0.049
H 4.557 30.191 -40.370 -0.016
H 4.019 29.822 -38.914 -0.008
H 3.869 28.537 -40.073 0.018
H 2.414 30.190 -41.257 -0.001
C 7.436 24.677 -42.572 0.272
O 7.528 25.882 -43.333 -0.337
H 6.829 24.803 -41.675 0.054
H 6.992 23.916 -43.214 0.095
H 8.446 24.332 -42.352 0.115
H 8.437 26.123 -43.523 0.014
C 3.895 27.866 -43.387 -0.055
C 3.551 29.236 -43.940 -0.205
C 3.274 29.233 -45.469 0.273
O 2.612 30.393 -45.991 -0.259
C 2.961 30.659 -47.356 0.246
N 2.514 29.749 -43.107 0.076
H 3.110 27.166 -43.672 0.022
H 3.942 27.784 -42.301 0.114
H 4.900 27.538 -43.651 -0.022
H 4.526 29.723 -43.931 -0.012
H 2.644 28.367 -45.675 0.018
H 4.236 29.185 -45.981 0.072
H 4.038 30.827 -47.377 -0.002
H 2.526 31.632 -47.584 -0.015
H 2.717 29.925 -48.124 -0.023
H 2.240 30.618 -43.543 0.011
H 1.592 29.341 -43.155 -0.050
C 1.266 27.009 -35.897 0.010
C 0.475 28.178 -35.341 0.016
C -1.021 27.977 -35.314 -0.099
O -1.780 28.926 -34.618 -0.048
C -1.858 30.141 -35.314 0.121
N 1.003 28.413 -34.033 0.014
H 0.980 26.073 -35.417 0.019
H 2.315 27.168 -35.648 -0.019
H 1.075 26.855 -36.959 0.002
H 0.677 29.015 -36.009 0.005
H -1.275 26.995 -34.917 0.045
H -1.322 27.965 -36.361 0.013
H -2.444 29.979 -36.218 -0.019
H -0.855 30.443 -35.617 0.000
H -2.239 30.973 -34.723 -0.011
H 0.231 28.797 -33.507 0.000
H 1.614 29.202 -34.188 -0.009
C 1.120 18.586 -42.516 0.032
C 0.658 17.442 -43.360 0.037
C -0.779 17.292 -43.407 0.045
O -1.337 18.406 -43.985 -0.214
C -2.765 18.456 -43.979 0.208
N 1.183 17.419 -44.752 0.025
H 2.200 18.453 -42.455 -0.016
H 0.603 18.578 -41.556 0.039
H 0.869 19.540 -42.980 0.069
H 1.145 16.662 -42.775 0.022
H -1.224 17.153 -42.421 -0.021
H -0.987 16.394 -43.989 0.000
H -3.303 17.594 -44.375 -0.006
H -2.976 19.303 -44.631 0.003
H -3.320 18.620 -43.055 -0.043
H 0.674 18.185 -45.170 -0.003
H 2.153 17.694 -44.809 -0.008
C -2.608 25.266 -38.384 0.098
C -1.359 24.608 -37.953 -0.712
C -1.599 23.969 -36.547 0.266
O -0.314 23.664 -35.919 -0.220
C -0.623 22.853 -34.707 0.292
N -1.109 23.628 -38.984 0.245
H -2.632 25.739 -39.366 0.134
H -2.834 26.191 -37.853 0.004
H -3.348 24.478 -38.241 -0.025
H -0.504 25.277 -37.852 0.055
H -2.142 23.031 -36.665 0.005
H -2.128 24.578 -35.814 0.118
H -1.118 21.932 -35.013 -0.010
H -1.310 23.403 -34.064 -0.009
H 0.375 22.699 -34.295 -0.008
H -1.824 23.010 -39.339 -0.137
H -0.222 23.147 -38.944 0.041
C 3.032 21.803 -40.947 -0.343
C 2.721 23.150 -41.619 -0.058
C 3.586 24.280 -41.008 -0.195
O 3.087 25.612 -41.084 0.044
C 1.902 25.838 -40.236 -0.061
N 2.828 22.989 -43.024 0.040
H 2.375 21.790 -40.078 0.004
H 3.991 21.742 -40.433 0.054
H 2.829 20.924 -41.558 0.146
H 1.672 23.300 -41.365 0.225
H 4.519 24.209 -41.567 -0.022
H 3.703 24.066 -39.946 0.017
H 0.997 25.307 -40.532 0.061
H 1.506 26.849 -40.333 -0.001
H 2.022 25.659 -39.167 -0.033
H 3.770 22.672 -43.204 -0.011
H 2.724 23.955 -43.300 -0.031
C -1.390 31.010 -43.812 0.094
C -0.705 29.880 -44.574 -0.340
C -1.071 28.475 -44.087 0.232
O -0.592 28.321 -42.748 -0.205
C -0.942 27.127 -42.162 0.305
N -0.908 30.172 -46.012 0.104
H -1.418 31.981 -44.306 -0.011
H -0.725 31.306 -43.001 0.009
H -2.363 30.734 -43.404 -0.002
H 0.356 30.113 -44.492 -0.082
H -0.470 27.828 -44.726 0.074
H -2.117 28.199 -44.221 0.048
H -2.029 27.110 -42.088 0.006
H -0.621 26.974 -41.132 -0.088
H -0.473 26.314 -42.717 0.010
H -0.629 31.116 -46.237 -0.037
H -0.396 29.489 -46.551 -0.005
C 2.564 20.511 -45.739 -0.010
C 4.110 20.269 -45.928 -0.395
C 4.588 19.773 -47.286 0.356
O 5.918 19.370 -47.273 -0.364
C 6.367 18.679 -48.468 0.448
N 4.875 21.420 -45.585 0.255
H 2.032 20.917 -46.599 -0.086
H 2.420 21.004 -44.777 0.062
H 2.170 19.499 -45.649 0.054
H 4.488 19.507 -45.246 0.103
H 4.491 20.524 -48.070 0.019
H 4.003 18.867 -47.441 0.092
H 7.456 18.635 -48.484 -0.015
H 6.035 19.358 -49.253 -0.018
H 5.862 17.735 -48.673 -0.037
H 5.806 21.205 -45.911 -0.021
H 4.564 22.195 -46.153 -0.198
```

Output
- Electronic energy: -2600.09099 Eh
- Strongest force on any atom: 0.05414 Eh/bohr
- 2S+1: 2
- HOMO (spin up / spin down): 0.8 / -6.9 eV
- Net charge: -1
- Kohn-Sham gap (spin up / spin down): 0.0457 / 0.3315 Eh
- <S²>: 0.750